# C28H30NPPt

A structure of composition C28H30NPPt (ωB97M-V/def2-TZVPD, the OMol25 dataset).

Structure (XYZ):
```
61
Properties=species:S:1:pos:R:3:forces:R:3:lowdin_charge:R:1
Pt 0.20479 -0.16951 0.54528 -1.5 0.3 -0.4 0.9853
C 3.58381 3.69962 -0.56358 0.0 -0.1 0.1 -0.0416
C 3.17887 2.23918 -0.83175 0.1 0.2 -0.2 -0.3721
C 4.42006 1.38031 -1.04569 -0.1 -0.1 0.1 -0.0656
C 2.26854 1.74783 0.27189 0.1 0.2 -0.1 -0.2083
C 2.60407 0.67661 1.12274 -0.4 -0.5 -0.2 -0.0099
C 1.77646 0.28664 2.20352 -0.1 0.0 0.0 -0.1125
C 0.57266 0.97266 2.48195 0.3 0.5 0.9 -0.3914
C -0.25541 0.64236 3.69856 -0.1 0.0 -0.1 -0.0146
C 0.23713 2.03336 1.61818 0.1 -0.5 -0.2 -0.0807
C 1.06662 2.39223 0.53037 0.0 0.2 0.1 -0.0299
H 4.27791 4.02987 -1.33447 0.0 0.0 0.0 0.0932
H 4.08341 3.78344 0.40339 0.0 0.0 0.0 0.0979
H 2.72936 4.37568 -0.57075 0.0 0.0 0.0 0.0784
H 2.59583 2.23698 -1.75858 0.0 -0.1 0.0 0.1490
H 5.08861 1.42879 -0.18271 0.0 0.0 0.0 0.0947
H 4.97395 1.75411 -1.90424 0.0 0.0 0.0 0.0942
H 4.16935 0.33526 -1.24034 0.0 0.0 0.0 0.0841
H 3.54864 0.16612 0.98893 -0.1 -0.1 -0.1 0.1239
H 2.10072 -0.50017 2.87224 0.0 0.0 -0.1 0.1291
H -1.08689 -0.01726 3.44754 0.0 0.0 0.0 0.0823
H -0.67457 1.54733 4.13629 0.1 0.0 0.0 0.0985
H 0.34668 0.13806 4.45152 0.0 0.0 0.0 0.0972
H -0.65011 2.61962 1.82585 -0.1 -0.1 -0.1 0.1370
H 0.78057 3.23532 -0.08651 -0.1 0.0 0.0 0.1364
N -1.94222 -0.06894 0.13029 1.3 -0.3 -0.3 0.0108
C -2.61258 -1.36743 0.06039 -0.4 -0.1 0.1 -0.2958
C -3.99697 -1.43639 0.04113 -0.1 0.2 0.0 -0.0030
C -4.61758 -2.67353 -0.03431 0.1 0.0 0.0 -0.0212
C -3.85759 -3.83809 -0.09210 0.0 0.0 0.0 -0.0245
C -2.47565 -3.76065 -0.08155 -0.1 0.0 -0.1 -0.0492
C -1.85665 -2.51528 0.00761 0.2 0.0 0.1 -0.3116
P -0.07131 -2.36261 0.04964 0.4 -0.1 0.4 0.9565
C 0.56139 -3.24768 1.48078 0.1 0.1 0.0 -0.3733
C -0.26318 -3.80272 2.45551 0.0 0.0 -0.1 -0.0635
C 0.30628 -4.44043 3.54980 0.0 0.0 0.0 -0.0445
C 1.68516 -4.50963 3.67890 0.0 0.0 0.0 -0.0396
C 2.51132 -3.93364 2.71861 0.0 0.1 0.0 -0.0512
C 1.95322 -3.29778 1.62400 -0.1 0.0 0.0 -0.1240
C 0.50686 -3.19991 -1.42496 0.2 0.3 0.0 -0.3517
C 1.14539 -4.43772 -1.35886 -0.1 0.0 0.0 -0.0650
C 1.46778 -5.09611 -2.53668 0.0 0.0 0.0 -0.0419
C 1.17248 -4.52004 -3.76384 0.0 0.0 0.0 -0.0352
C 0.53663 -3.28470 -3.82781 0.0 0.1 0.0 -0.0493
C 0.20824 -2.62003 -2.66152 0.0 0.0 0.1 -0.0874
H -2.00818 0.40620 -0.76889 -0.1 0.0 0.0 0.1251
H -2.40686 0.51691 0.81960 0.1 0.1 0.0 0.1213
H -4.58885 -0.52863 0.07056 0.0 0.0 0.0 0.1293
H -5.69740 -2.72561 -0.05496 0.0 0.0 0.0 0.1271
H -4.34513 -4.80178 -0.14427 0.0 0.0 0.0 0.1263
H -1.87434 -4.66039 -0.13297 0.0 0.0 0.0 0.1292
H -1.33982 -3.75283 2.35773 0.0 0.0 0.0 0.1057
H -0.33130 -4.88233 4.30351 0.0 0.0 0.0 0.1202
H 2.12030 -5.00558 4.53613 0.0 0.0 0.0 0.1214
H 3.58650 -3.98073 2.82856 0.0 0.0 0.0 0.1195
H 2.58928 -2.85179 0.86593 0.1 0.0 0.0 0.1129
H 1.37405 -4.89489 -0.40606 0.0 0.0 0.0 0.1076
H 1.95140 -6.06239 -2.49228 0.0 0.0 0.0 0.1209
H 1.44985 -5.02962 -4.67673 -0.1 0.0 0.0 0.1221
H 0.30502 -2.84175 -4.78680 0.0 0.0 0.0 0.1190
H -0.28440 -1.65442 -2.70207 0.0 0.0 -0.1 0.1025
```
Positions in Å, forces in eV/Å.

As for the gap between HOMO and LUMO: 7.112 eV. As for the net charge: +2.

# C5H4O7Yb

A structure of composition C5H4O7Yb (ωB97M-V/def2-TZVPD, the OMol25 dataset).

Structure (XYZ):
```
17
Properties=species:S:1:pos:R:3:forces:R:3:mulliken_spin:R:1
O 1.41536 0.53217 0.10299 0.0 -0.8 0.0 -0.0017
C 1.32111 0.19702 -1.12275 -2.0 2.6 -1.4 0.0038
O 1.96061 0.72076 -2.02721 -0.2 -1.3 0.1 -0.0026
O 2.30362 -1.73597 2.12618 -0.3 0.1 0.1 0.0510
O 4.22717 -2.73376 1.47615 -0.4 0.2 -0.2 0.0879
C 3.19053 -2.12950 1.31079 0.5 -0.4 0.4 0.8405
Yb 0.66009 -0.14649 1.99326 1.0 -0.5 0.3 0.0259
O -1.32275 0.33443 1.60881 -0.7 0.3 -0.2 -0.0010
C -2.18653 0.88978 0.69450 -0.4 -0.1 0.1 -0.0005
C -1.59524 1.08812 -0.69373 0.6 0.2 -0.2 0.0004
O -1.29686 -0.17756 -1.31214 -0.8 0.6 0.2 0.0010
C -0.08377 -0.61168 -1.59345 3.0 -1.1 0.6 -0.0032
H -3.10353 0.27517 0.58054 0.2 0.1 0.0 0.0000
H -2.53734 1.89673 1.00659 0.0 -0.1 0.0 0.0000
H -0.68342 1.70128 -0.65820 -0.2 -0.1 0.1 -0.0003
H -2.31654 1.58338 -1.35620 0.0 -0.1 0.1 -0.0001
O 0.04749 -1.68386 -2.13613 -0.2 0.5 0.0 -0.0012
```
Positions in Å, forces in eV/Å.

As for the gap between HOMO and LUMO (spin up / spin down): 5.492 / 6.164 eV. As for the net charge: -1. The value obtained for the energy above the lowest of the compared OMol25 structures with the same formula, charge and spin is 0.0 kcal/mol. As for the spin multiplicity: 2.

# C2H2ClIO

A cluster of 2 separate species, C2H2ClIO in total (ωB97M-V/def2-TZVPD, the OMol25 dataset).

Structure (XYZ):
```
7
Properties=species:S:1:pos:R:3:forces:R:3:mulliken_spin:R:1
C -1.08271 0.87197 0.56149 -0.2 -0.4 -0.4 0.6434
C 0.63182 -0.67920 -0.53999 1.8 -1.0 -0.6 0.8053
O -2.18600 0.92900 0.18524 -0.6 0.4 0.2 0.2378
Cl 0.38967 -2.23534 0.11623 -0.1 0.3 0.1 0.1156
I 2.42597 0.31960 -0.08865 -0.5 -0.2 -0.1 0.0849
H -0.53073 1.38862 1.34269 -0.1 0.8 0.9 0.1194
H 0.35198 -0.59466 -1.57700 -0.2 0.2 -0.1 -0.0065
```
Positions in Å, forces in eV/Å.

As for the gap between HOMO and LUMO (spin up / spin down): 7.156 / 8.735 eV. The value obtained for the energy above the lowest of the compared OMol25 structures with the same formula, charge and spin is 4.6 kcal/mol. As for the spin multiplicity: 3.

# C3H13NO3

A cluster of 3 separate species, C3H13NO3 in total (ωB97M-V/def2-TZVPD, the OMol25 dataset).

Structure (XYZ):
```
20
Properties=species:S:1:pos:R:3:forces:R:3:lowdin_charge:R:1
C 0.10027 -0.70881 1.79629 -0.7 -0.9 0.2 -0.1021
C 0.85088 -0.85862 0.48982 1.4 0.2 0.2 -0.3074
N 0.38609 -1.82870 -0.47693 0.3 -0.6 -0.2 -0.0629
C 0.56866 -1.49131 -1.85258 -0.5 0.2 -0.2 -0.2881
O -0.64177 -0.88349 -2.35808 0.6 0.5 -0.2 -0.0692
H -0.98779 -0.64928 1.73841 -0.1 1.4 -0.6 0.0663
H 0.62415 0.09324 2.31415 -0.7 0.1 0.3 0.0717
H 0.04436 -1.58916 2.45567 1.3 -0.2 -0.3 0.0727
H 1.06349 0.11274 -0.00287 -0.9 0.0 0.2 0.1068
H 1.89251 -1.09628 0.80210 -0.4 -0.4 -0.2 0.1105
H -0.56299 -2.16392 -0.37780 0.1 0.2 0.5 0.1115
H 0.82643 -2.34062 -2.48617 -0.2 -0.3 0.1 0.1106
H 1.40648 -0.79135 -1.97517 -0.4 0.1 0.2 0.1225
H -1.24629 -1.56291 -2.66270 0.1 -0.2 -0.1 0.0723
O 0.51866 3.53780 0.68684 0.4 -0.5 0.8 -0.0673
H -0.10252 3.28769 1.37898 -0.8 0.3 -0.2 0.0214
H 1.20574 2.91947 0.96464 0.5 0.2 -0.6 0.0260
O -1.98475 1.99066 0.22017 -0.1 -0.8 0.6 -0.0627
H -1.82202 1.23844 -0.37072 0.0 0.6 -0.1 0.0358
H -2.13958 2.78441 -0.28406 0.1 0.1 -0.6 0.0314
```
Positions in Å, forces in eV/Å.

As for the gap between HOMO and LUMO: 9.588 eV. The value obtained for the energy above the lowest of the compared OMol25 structures with the same formula, charge and spin is 32.6 kcal/mol.